DFT (ωB97M-V/def2-TZVPD) results for a cluster of 14 separate species, C72H167N5O14 in total in a non-equilibrium geometry.

Calculated values
- lowest unoccupied orbital energy (eV) = 0.5
- energy relative to the best compared isomer or geometry (same formula, charge and spin) (kJ/mol) = 251.7
- molecular weight (g/mol) = 1327.1
- HOMO-LUMO gap (eV) = 9.0

Each line ends with the Mulliken charge.
Positions of all 258 atoms, in Å:
1 C 14.63292 12.71920 21.24089  -1.08
2 C 13.25208 13.24672 20.80617  0.73
3 C 12.54332 13.86283 22.04128  -1.48
4 O 13.37875 14.21017 19.77838  0.63
5 H 15.31361 13.50629 21.44584  0.04
6 H 15.13465 12.13878 20.45043  0.14
7 H 14.61732 12.19379 22.21296  0.49
8 H 12.66265 12.37670 20.46867  0.27
9 H 13.12986 14.68106 22.52216  0.16
10 H 12.41472 13.06884 22.80114  0.42
11 H 11.61646 14.32366 21.74136  0.40
12 H 12.62594 14.27032 19.12598  -0.03
13 C 20.68644 17.28668 21.09723  -1.33
14 C 21.58239 16.54917 20.08332  2.61
15 C 23.01953 16.61764 20.57216  -1.70
16 O 21.24437 15.23614 19.89616  0.15
17 H 21.04667 18.32488 21.18814  0.54
18 H 20.79518 16.74886 22.07112  0.22
19 H 19.64684 17.22200 20.75920  0.21
20 H 21.49422 16.98059 19.05207  -1.67
21 H 23.76748 16.31381 19.80786  0.35
22 H 23.12493 15.94258 21.45663  0.34
23 H 23.29130 17.58533 20.91174  0.45
24 H 20.81952 14.79689 20.68192  -0.16
25 C 9.56930 14.67341 16.49089  -1.36
26 C 10.93807 15.15663 16.98130  2.33
27 C 10.81300 16.47453 17.80118  -1.78
28 O 11.50622 14.17580 17.87192  -0.87
29 H 8.79319 14.65502 17.32742  0.34
30 H 9.60949 13.72499 15.93004  0.05
31 H 9.19975 15.48073 15.84328  0.47
32 H 11.61522 15.14214 16.09823  -1.02
33 H 10.21906 16.09269 18.68156  0.42
34 H 10.37261 17.36976 17.39145  0.43
35 H 11.80762 16.71737 18.18349  0.18
36 H 11.83847 13.46962 17.30244  0.07
37 C 13.58774 17.97534 21.82767  -1.73
38 C 14.55498 17.21463 20.97402  2.49
39 C 14.71961 17.73536 19.49820  -0.23
40 O 15.77766 17.20413 21.71339  -0.65
41 H 14.09459 18.89769 22.12003  0.43
42 H 13.30944 17.33823 22.67299  0.39
43 H 12.63554 18.19151 21.30241  0.28
44 H 14.12003 16.18449 20.82962  -1.41
45 H 14.80045 18.83780 19.39199  0.54
46 H 13.92318 17.36550 18.90945  -1.03
47 H 15.57609 17.17947 19.08763  0.17
48 H 16.07086 16.29868 21.68753  0.25
49 C 19.74488 22.82415 16.71604  -1.49
50 C 19.57663 21.54671 17.50939  0.92
51 C 18.39165 21.47799 18.45440  -1.33
52 O 19.54377 20.43291 16.66279  0.04
53 H 20.68476 22.82620 16.14124  0.38
54 H 19.75440 23.65422 17.40533  0.47
55 H 18.89728 22.97335 16.02084  0.22
56 H 20.53318 21.48543 18.04041  0.21
57 H 18.36686 20.53882 18.94605  0.32
58 H 17.43949 21.55112 17.91950  0.15
59 H 18.57112 22.29880 19.14773  0.45
60 H 20.32973 20.43292 16.11599  -0.43
61 C 17.55993 10.41968 17.30980  -1.01
62 C 16.84422 10.85124 16.02340  1.39
63 C 16.63692 9.70476 15.04911  -1.26
64 O 15.61019 11.33272 16.45645  -0.03
65 H 17.56429 11.23607 18.02183  -0.05
66 H 18.65384 10.20238 17.16572  0.19
67 H 17.08099 9.52962 17.77167  0.41
68 H 17.40646 11.66080 15.47219  -0.41
69 H 15.95447 10.01082 14.26270  0.39
70 H 16.15284 8.82997 15.51062  0.35
71 H 17.53534 9.49381 14.43640  0.20
72 H 15.68616 12.08279 17.11537  -0.04
73 C 19.83105 12.20464 24.10375  -1.47
74 C 19.33121 13.18643 23.08974  1.09
75 C 18.90821 14.46214 23.78088  -1.34
76 O 20.38141 13.47723 22.15520  -0.69
77 H 19.07675 11.88488 24.85567  0.40
78 H 20.63640 12.70464 24.64538  0.37
79 H 20.18561 11.19471 23.72144  0.30
80 H 18.47956 12.72800 22.56162  -0.05
81 H 18.01620 14.24697 24.43000  0.41
82 H 18.63319 15.18288 23.02979  0.14
83 H 19.69638 14.87817 24.42660  0.37
84 H 21.00531 12.70663 22.00350  0.26
85 C 20.90692 10.44642 20.46016  -1.34
86 C 21.95914 11.31346 19.86897  0.49
87 C 21.35873 12.27913 18.91036  -0.34
88 O 22.56836 12.05356 20.95800  -0.68
89 H 20.06895 11.03313 20.81158  0.18
90 H 21.44512 9.98006 21.32284  0.34
91 H 20.48455 9.65343 19.84316  0.42
92 H 22.79096 10.75298 19.42381  0.42
93 H 20.90196 11.76134 18.00652  -0.33
94 H 22.02992 13.04330 18.65608  0.64
95 H 20.55909 12.85860 19.33434  -0.10
96 H 22.80933 12.91172 20.57055  0.28
97 C 23.12638 10.87538 15.16433  -1.70
98 C 21.65204 10.70502 15.36534  1.34
99 C 20.78293 11.86897 15.01517  -0.57
100 O 21.26246 9.52026 14.62215  -0.63
101 H 23.42127 11.04684 14.12922  0.36
102 H 23.57747 9.92903 15.49542  0.42
103 H 23.53176 11.65979 15.75605  0.34
104 H 21.48510 10.48837 16.42655  -0.24
105 H 19.80009 11.74630 15.45154  -0.17
106 H 20.66360 12.05322 13.98059  0.97
107 H 21.24380 12.80986 15.37909  -0.46
108 H 20.44642 9.72498 14.20494  0.35
109 C 9.71317 10.79407 16.90369  -1.69
110 C 10.41686 10.46417 15.59909  1.12
111 C 9.41658 10.60558 14.53984  -0.97
112 C 10.22682 10.63119 13.15965  -1.03
113 C 11.13422 11.79437 13.11354  -1.16
114 C 12.16679 11.79988 14.23436  1.49
115 N 11.46549 11.62527 15.51708  0.95
116 O 12.33290 11.53370 16.64400  -0.52
117 C 13.22895 10.73776 13.95065  -1.35
118 C 12.90998 13.11270 14.27884  -0.21
119 C 10.99660 9.02398 15.68421  -1.71
120 H 9.44313 11.84341 16.84587  0.16
121 H 10.40185 10.63371 17.76434  0.37
122 H 8.85231 10.17874 16.96790  0.65
123 H 8.66297 9.75830 14.56304  0.41
124 H 8.89538 11.57243 14.56734  0.28
125 H 9.57344 10.67820 12.29943  0.44
126 H 10.71790 9.67730 13.09831  0.37
127 H 10.53604 12.73958 13.24354  0.32
128 H 11.74046 11.88241 12.20392  0.45
129 H 12.82763 9.70150 13.61716  0.28
130 H 13.69823 11.12567 13.02757  0.58
131 H 13.99320 10.65698 14.78764  -0.19
132 H 12.32771 13.80596 14.91756  -0.38
133 H 13.85992 12.98120 14.77465  -0.72
134 H 13.15682 13.61704 13.33393  0.50
135 H 11.08930 8.54220 14.71544  0.32
136 H 10.36160 8.48772 16.40322  0.49
137 H 11.93265 9.06150 16.19116  0.24
138 H 13.24324 11.39080 16.43122  0.25
139 C 18.75023 14.31133 17.33928  0.51
140 C 17.72532 15.19929 18.14338  1.61
141 C 18.14490 16.65965 17.91877  -0.98
142 C 17.86877 17.15951 16.46030  0.20
143 C 16.37717 16.93957 16.07406  0.03
144 C 15.95484 15.47426 16.40090  3.34
145 N 16.29621 15.08577 17.78337  1.13
146 O 15.85079 13.74442 18.03682  0.89
147 C 14.43088 15.35714 16.26748  0.60
148 C 16.42792 14.56084 15.18264  -0.67
149 C 17.90144 14.98684 19.64655  0.63
150 H 19.71948 14.34842 17.88974  -0.74
151 H 18.90085 14.74821 16.34538  -0.57
152 H 18.35331 13.30575 17.40776  -0.25
153 H 17.49373 17.17434 18.62383  1.00
154 H 19.17904 16.73713 18.27575  -0.52
155 H 18.62071 16.78794 15.81904  -1.06
156 H 18.10856 18.24215 16.44598  0.31
157 H 16.24678 17.16649 15.02804  0.11
158 H 15.84853 17.67293 16.65999  -0.29
159 H 14.09990 15.63886 15.30170  -0.21
160 H 14.05265 14.28034 16.43873  -0.20
161 H 14.00840 15.98960 17.07352  -0.87
162 H 15.97811 13.55904 15.29099  -0.99
163 H 15.97885 15.07321 14.34189  0.30
164 H 17.45231 14.52494 15.00776  -0.10
165 H 18.97071 15.04701 19.85379  -0.81
166 H 17.56167 13.95642 19.92383  0.14
167 H 17.26472 15.66204 20.20647  -1.28
168 H 14.94017 13.91698 18.43234  -0.62
169 C 12.19027 18.76652 12.52291  -1.76
170 C 13.69248 18.54380 12.72763  2.91
171 C 14.48395 19.50441 11.84607  -0.96
172 C 14.45568 20.95850 12.19146  -0.90
173 C 14.80749 21.19800 13.62662  -1.33
174 C 13.99550 20.37221 14.59184  1.65
175 N 14.06445 18.91834 14.14793  1.15
176 O 13.19312 18.21684 14.99923  -0.58
177 C 14.57575 20.35766 16.02696  -1.99
178 C 12.58195 20.95487 14.61844  -1.66
179 C 14.09637 17.17728 12.46237  -1.85
180 H 11.67463 18.48873 13.45430  0.12
181 H 11.75466 18.08716 11.75138  0.48
182 H 11.95705 19.78087 12.30474  0.32
183 H 15.50919 19.15579 11.78182  -0.67
184 H 13.98494 19.32136 10.86149  0.71
185 H 13.50317 21.35574 11.82848  0.45
186 H 15.28763 21.46730 11.56859  0.32
187 H 14.45812 22.19472 13.85263  0.53
188 H 15.92562 21.17591 13.70078  0.10
189 H 14.61712 21.32806 16.44124  0.73
190 H 13.92878 19.69287 16.63569  0.26
191 H 15.59206 19.95147 16.08933  0.02
192 H 11.79652 20.32853 14.97557  0.12
193 H 12.49917 21.74359 15.36513  0.56
194 H 12.37651 21.31878 13.57803  0.34
195 H 13.49762 16.44759 13.01999  0.41
196 H 15.15692 16.92911 12.61331  -0.54
197 H 13.90630 16.91432 11.42946  0.73
198 H 13.79061 17.55128 15.31021  -0.18
199 C 22.66563 15.25118 15.44575  -1.31
200 C 21.78527 16.42158 15.01705  2.94
201 C 21.25167 17.14930 16.19570  1.06
202 C 22.17221 18.13624 16.92556  -1.08
203 C 22.77294 19.08348 15.90530  -1.52
204 C 23.36856 18.40170 14.67319  2.00
205 N 22.43948 17.36459 14.10143  1.27
206 O 22.99426 16.71441 13.01374  -0.58
207 C 23.52649 19.42476 13.56434  -2.19
208 C 24.74491 17.85566 15.06382  -1.97
209 C 20.57163 15.87917 14.23839  -1.06
210 H 22.57096 14.47262 14.66613  0.66
211 H 22.23243 14.83503 16.35272  -0.49
212 H 23.70810 15.46953 15.61737  0.22
213 H 20.44190 17.77437 15.85966  -0.76
214 H 20.79784 16.40468 16.88218  -0.66
215 H 22.95203 17.53573 17.36144  0.62
216 H 21.67760 18.71410 17.69194  0.57
217 H 23.43672 19.83758 16.35000  0.53
218 H 21.93366 19.74420 15.53920  -0.16
219 H 22.61793 19.67520 13.05476  0.19
220 H 23.93212 20.28777 13.98176  0.53
221 H 24.24006 19.10161 12.86162  0.54
222 H 25.46541 18.63980 15.36912  0.40
223 H 24.67490 17.18490 15.90046  0.36
224 H 25.30409 17.29377 14.31834  0.39
225 H 20.00461 15.07153 14.79920  -0.77
226 H 20.86363 15.38520 13.36404  1.52
227 H 19.86528 16.65314 13.87327  -0.89
228 H 23.63090 16.04366 13.34030  0.33
229 C 18.32452 19.04493 13.17773  -0.18
230 C 18.63152 18.65995 11.76457  2.78
231 C 18.02536 17.34898 11.45862  -0.05
232 C 17.81711 16.98708 9.96196  -1.09
233 C 17.10721 18.12042 9.21448  -0.99
234 C 17.78640 19.46277 9.42816  1.25
235 N 17.89576 19.67414 10.85767  1.19
236 O 18.53680 20.97861 11.06170  -0.64
237 C 19.16868 19.43376 8.71737  -1.80
238 C 16.88623 20.55807 8.86228  -1.79
239 C 20.16927 18.55578 11.53903  -1.72
240 H 18.88224 19.88881 13.57522  1.00
241 H 17.23573 19.19171 13.31687  -0.84
242 H 18.52214 18.18729 13.87832  -1.21
243 H 18.56311 16.50698 11.91172  0.37
244 H 17.04634 17.38502 11.86849  -0.66
245 H 18.75737 16.73318 9.42407  0.42
246 H 17.19656 16.03418 9.87433  0.45
247 H 16.11358 18.26906 9.64424  0.06
248 H 17.03347 17.82123 8.17431  0.39
249 H 19.69220 18.51101 8.93109  0.28
250 H 19.83673 20.18959 9.13154  0.34
251 H 19.11664 19.48365 7.63338  0.41
252 H 15.91025 20.41385 9.32143  0.25
253 H 16.73997 20.51215 7.78653  0.38
254 H 17.27896 21.52691 9.07263  0.41
255 H 20.64741 17.97253 12.36741  0.10
256 H 20.46290 18.10604 10.60001  0.08
257 H 20.60646 19.53547 11.45710  0.61
258 H 17.92411 21.47626 11.59721  0.32